Entry 1:
The following is a quantum chemistry calculation of a cluster of 6 separate species, C50H74BIN6O2S2 in total, from OMol25.

Geometry (Å):
C 2.403 -3.376 -0.364
C 1.666 -2.358 0.530
C 2.414 -2.006 1.830
C 1.499 -1.802 3.051
C 1.636 -0.425 3.736
C 0.365 0.429 3.708
C -0.282 0.522 2.322
C -1.013 1.874 2.168
N -0.311 2.772 1.224
C -0.805 2.515 -0.151
C 0.239 2.686 -1.240
C -0.187 1.992 -2.538
C -0.349 0.486 -2.419
C -0.400 -0.179 -3.793
C -1.026 -1.591 -3.812
C -1.029 -2.337 -2.480
C -1.328 -3.817 -2.601
C -0.247 4.086 1.623
S 0.104 4.577 3.140
S -0.498 5.399 0.404
C 1.140 5.819 -0.243
C 2.351 5.632 0.688
C 3.552 5.040 -0.067
B 3.939 3.545 0.145
I 3.052 2.257 1.607
C 5.089 2.939 -0.757
C 4.695 1.684 -1.533
O 4.865 0.507 -0.724
C 5.578 -0.481 -1.355
O 5.046 -1.319 -2.080
C 7.055 -0.467 -1.054
C 7.313 -0.302 0.462
H 2.674 -2.941 -1.322
H 1.759 -4.222 -0.579
H 3.301 -3.758 0.110
H 0.707 -2.787 0.806
H 1.502 -1.452 -0.042
H 3.140 -2.791 2.025
H 2.993 -1.104 1.643
H 0.470 -1.968 2.754
H 1.749 -2.577 3.771
H 1.935 -0.611 4.765
H 2.465 0.124 3.291
H -0.309 0.014 4.449
H 0.647 1.419 4.055
H -0.962 -0.305 2.154
H 0.531 0.505 1.599
H -1.075 2.311 3.151
H -2.034 1.702 1.830
H -1.708 3.078 -0.371
H -1.102 1.471 -0.165
H 1.190 2.278 -0.911
H 0.312 3.748 -1.467
H 0.611 2.186 -3.258
H -1.072 2.463 -2.960
H 0.457 0.055 -1.834
H -1.308 0.289 -1.948
H -0.953 0.447 -4.488
H 0.605 -0.249 -4.206
H -2.059 -1.527 -4.154
H -0.515 -2.216 -4.542
H -1.798 -1.897 -1.848
H -0.095 -2.185 -1.954
H -2.382 -4.016 -2.776
H -1.077 -4.304 -1.667
H -0.765 -4.295 -3.401
H 1.058 6.874 -0.484
H 1.341 5.317 -1.184
H 2.120 5.061 1.580
H 2.644 6.619 1.032
H 3.477 5.194 -1.144
H 4.448 5.590 0.236
H 5.879 2.637 -0.068
H 5.463 3.709 -1.425
H 3.658 1.708 -1.854
H 5.337 1.605 -2.409
H 7.489 0.388 -1.570
H 7.499 -1.378 -1.427
H 6.449 -0.638 1.026
H 8.161 -0.902 0.764
H 7.484 0.736 0.714
N -2.876 -5.077 0.047
C -2.279 -6.179 0.497
C -2.941 -7.376 0.723
C -4.301 -7.431 0.470
C -4.940 -6.294 0.003
C -4.183 -5.148 -0.192
H -1.213 -6.092 0.684
H -2.406 -8.242 1.088
H -4.853 -8.348 0.636
H -6.001 -6.292 -0.206
H -4.643 -4.237 -0.559
N -1.639 0.185 6.342
C -2.924 0.416 6.089
C -3.942 0.189 7.004
C -3.604 -0.307 8.252
C -2.270 -0.554 8.533
C -1.331 -0.290 7.547
H -3.145 0.803 5.099
H -4.970 0.398 6.743
H -4.368 -0.498 8.994
H -1.962 -0.941 9.494
H -0.275 -0.465 7.727
N 1.051 9.031 -3.189
C -0.082 8.653 -2.601
C -0.853 9.487 -1.805
C -0.424 10.789 -1.610
C 0.752 11.201 -2.215
C 1.448 10.287 -2.992
H -0.380 7.624 -2.776
H -1.764 9.122 -1.352
H -0.996 11.472 -0.995
H 1.125 12.208 -2.089
H 2.372 10.569 -3.485
N -4.371 -10.069 3.236
C -3.285 -9.960 3.998
C -3.226 -9.185 5.146
C -4.358 -8.481 5.524
C -5.497 -8.582 4.742
C -5.450 -9.388 3.615
H -2.420 -10.524 3.666
H -2.315 -9.135 5.728
H -4.352 -7.863 6.412
H -6.401 -8.048 4.997
H -6.320 -9.496 2.975
N -1.331 1.038 -7.203
C -2.215 0.081 -7.475
C -2.674 -0.202 -8.753
C -2.189 0.555 -9.807
C -1.269 1.556 -9.541
C -0.874 1.755 -8.227
H -2.569 -0.487 -6.621
H -3.391 -0.994 -8.914
H -2.522 0.367 -10.820
H -0.865 2.170 -10.334
H -0.153 2.525 -7.976

Computed properties:
Kohn-Sham gap	7.996	eV
E_HOMO	-7.6	eV
maximum force	2.58	eV Å⁻¹

Atomic partial charges in e from the Löwdin method, atoms 1 to 99:
1 C -0.10
2 C -0.24
3 C -0.20
4 C -0.19
5 C -0.22
6 C -0.22
7 C -0.17
8 C -0.19
9 N -0.17
10 C -0.21
11 C -0.19
12 C -0.20
13 C -0.22
14 C -0.20
15 C -0.21
16 C -0.27
17 C -0.11
18 C -1.07
19 S 0.67
20 S 0.87
21 C -0.46
22 C -0.27
23 C -0.19
24 B -0.75
25 I 1.14
26 C -0.17
27 C -0.19
28 O -0.09
29 C -0.47
30 O 0.11
31 C -0.13
32 C -0.07
33 H 0.06
34 H 0.06
35 H 0.06
36 H 0.09
37 H 0.08
38 H 0.10
39 H 0.08
40 H 0.09
41 H 0.10
42 H 0.10
43 H 0.01
44 H 0.08
45 H 0.09
46 H 0.11
47 H 0.07
48 H 0.06
49 H 0.12
50 H 0.11
51 H 0.10
52 H 0.08
53 H 0.06
54 H 0.11
55 H 0.12
56 H 0.11
57 H 0.11
58 H 0.08
59 H 0.11
60 H 0.10
61 H 0.10
62 H 0.10
63 H 0.09
64 H 0.07
65 H 0.04
66 H 0.07
67 H 0.06
68 H 0.05
69 H 0.00
70 H 0.11
71 H 0.11
72 H 0.12
73 H 0.10
74 H 0.11
75 H 0.12
76 H 0.13
77 H 0.12
78 H 0.11
79 H 0.08
80 H 0.07
81 H 0.07
82 N 0.05
83 C -0.15
84 C -0.07
85 C -0.08
86 C -0.07
87 C -0.16
88 H 0.10
89 H 0.10
90 H 0.10
91 H 0.10
92 H 0.10
93 N 0.05
94 C -0.14
95 C -0.07
96 C -0.08
97 C -0.07
98 C -0.14
99 H 0.10


Entry 2:
The following is a quantum chemistry calculation of a structure of composition C50H79KN8O7PSSi, from OMol25.

Geometry (Å):
K -0.167 -0.058 0.051
C -1.240 -4.859 0.363
C -0.483 -3.783 0.870
N -1.012 -2.662 1.287
C -2.357 -2.510 1.246
C -3.212 -3.528 0.747
C -2.598 -4.721 0.301
C -4.613 -3.345 0.709
C -5.129 -2.162 1.175
C -4.318 -1.145 1.684
C -2.918 -1.247 1.727
N -2.061 -0.268 2.063
C -2.370 0.733 2.914
C -3.329 0.693 3.932
C -3.544 1.769 4.801
C -2.834 2.936 4.705
C -1.823 3.030 3.720
C -1.001 4.174 3.590
C 0.010 4.192 2.674
C 0.191 3.056 1.857
N -0.570 1.996 1.929
C -1.571 1.948 2.843
H -0.748 -5.770 0.042
H 0.600 -3.857 0.931
H -3.224 -5.523 -0.078
H -5.252 -4.134 0.329
H -6.203 -2.005 1.147
H -4.775 -0.221 2.009
H -3.903 -0.214 4.064
H -4.299 1.669 5.575
H -3.009 3.767 5.378
H -1.171 5.020 4.248
H 0.669 5.045 2.573
H 0.999 3.021 1.130
C 5.160 -2.123 -1.292
N 4.414 -1.621 -2.444
C 5.143 -0.870 -3.446
C 3.059 -1.615 -2.469
O 2.404 -1.106 -3.370
C 2.391 -2.314 -1.288
O 0.997 -2.131 -1.292
C 0.336 -2.922 -2.239
C -1.142 -2.553 -2.240
O -1.547 -1.531 -1.712
N -1.974 -3.407 -2.893
C -3.408 -3.197 -2.820
C -1.527 -4.660 -3.464
H 6.209 -1.871 -1.435
H 5.079 -3.210 -1.209
H 4.808 -1.649 -0.372
H 5.580 0.031 -3.008
H 4.454 -0.583 -4.235
H 5.945 -1.480 -3.867
H 2.755 -1.874 -0.356
H 2.641 -3.385 -1.314
H 0.454 -3.986 -1.993
H 0.734 -2.745 -3.246
H -3.610 -2.345 -2.177
H -3.893 -4.077 -2.390
H -3.822 -3.013 -3.815
H -0.560 -4.552 -3.953
H -2.244 -4.970 -4.223
H -1.459 -5.452 -2.710
C 1.538 -2.272 3.576
C 3.011 -2.659 3.646
C 3.272 -3.505 4.890
C 3.416 -3.443 2.398
O 3.853 -1.519 3.766
Si 3.702 -0.005 3.082
S 3.402 0.032 1.061
O 5.099 0.715 3.625
C 6.427 0.619 3.128
C 6.607 1.632 2.001
C 6.738 -0.792 2.631
C 7.336 0.966 4.303
O 2.505 0.808 3.867
C 2.425 1.322 5.192
C 3.110 0.402 6.199
C 3.068 2.708 5.209
C 0.939 1.433 5.505
H 0.912 -3.166 3.532
H 1.327 -1.667 2.692
H 1.249 -1.690 4.452
H 2.681 -4.424 4.869
H 3.009 -2.940 5.786
H 4.330 -3.766 4.947
H 2.835 -4.367 2.322
H 4.478 -3.695 2.443
H 3.247 -2.830 1.512
H 5.902 1.413 1.198
H 7.628 1.601 1.610
H 6.404 2.639 2.373
H 6.101 -1.038 1.779
H 6.548 -1.520 3.420
H 7.785 -0.858 2.324
H 7.082 1.955 4.687
H 8.385 0.965 3.999
H 7.200 0.239 5.106
H 4.172 0.299 5.971
H 2.658 -0.590 6.176
H 3.000 0.813 7.206
H 4.125 2.628 4.957
H 2.965 3.173 6.193
H 2.576 3.340 4.468
H 0.465 0.450 5.467
H 0.455 2.068 4.765
H 0.778 1.865 6.497
O 0.033 1.842 -1.694
P -0.828 2.692 -2.542
N -0.756 2.226 -4.131
C -0.372 0.847 -4.467
C 0.759 0.982 -5.512
C 0.917 2.495 -5.741
C -0.418 3.069 -5.265
N -2.430 2.667 -2.118
C -2.863 2.203 -0.787
C -3.861 1.050 -1.058
C -3.941 0.945 -2.586
C -3.507 2.333 -3.048
N -0.370 4.290 -2.516
C 1.024 4.607 -2.161
C 0.934 5.672 -1.043
C -0.563 5.789 -0.730
C -1.213 5.387 -2.050
H -1.230 0.314 -4.892
H -0.046 0.320 -3.572
H 0.481 0.476 -6.439
H 1.674 0.522 -5.142
H 1.142 2.749 -6.778
H 1.715 2.891 -5.111
H -1.180 2.967 -6.051
H -0.371 4.115 -4.967
H -3.354 3.019 -0.248
H -2.022 1.879 -0.178
H -4.836 1.290 -0.630
H -3.529 0.119 -0.602
H -4.932 0.660 -2.945
H -3.215 0.210 -2.944
H -4.326 3.054 -2.929
H -3.157 2.372 -4.077
H 1.559 5.001 -3.031
H 1.528 3.700 -1.830
H 1.322 6.628 -1.402
H 1.519 5.387 -0.169
H -0.851 6.784 -0.391
H -0.848 5.068 0.039
H -1.173 6.217 -2.768
H -2.246 5.062 -1.955

Computed properties:
Kohn-Sham gap	5.401	eV
net charge	-1
relative energy (zero: lowest compared OMol25 entry of this formula, charge and spin)	0.0000	eV
E_HOMO	-3.5	eV
maximum force	0.62	eV Å⁻¹

Atomic partial charges in e from the Löwdin method, atoms 1 to 99:
1 K 0.66
2 C -0.07
3 C -0.16
4 N 0.12
5 C -0.15
6 C -0.18
7 C -0.04
8 C -0.10
9 C -0.11
10 C -0.07
11 C -0.25
12 N 0.05
13 C -0.23
14 C -0.05
15 C -0.11
16 C -0.09
17 C -0.19
18 C -0.04
19 C -0.08
20 C -0.15
21 N 0.08
22 C -0.16
23 H 0.10
24 H 0.10
25 H 0.11
26 H 0.09
27 H 0.10
28 H 0.10
29 H 0.10
30 H 0.09
31 H 0.09
32 H 0.11
33 H 0.10
34 H 0.11
35 C -0.06
36 N -0.14
37 C -0.04
38 C -0.41
39 O 0.04
40 C -0.15
41 O -0.19
42 C -0.14
43 C -0.41
44 O 0.00
45 N -0.13
46 C -0.03
47 C -0.05
48 H 0.09
49 H 0.09
50 H 0.01
51 H 0.10
52 H 0.08
53 H 0.08
54 H 0.01
55 H 0.14
56 H 0.12
57 H 0.13
58 H 0.08
59 H 0.09
60 H 0.09
61 H 0.09
62 H 0.09
63 H 0.09
64 C -0.03
65 C -0.65
66 C -0.03
67 C -0.04
68 O -0.16
69 Si -0.17
70 S 0.36
71 O -0.17
72 C -0.67
73 C -0.04
74 C -0.05
75 C -0.04
76 O -0.16
77 C -0.64
78 C -0.03
79 C -0.02
80 C -0.01
81 H 0.08
82 H 0.07
83 H 0.08
84 H 0.08
85 H 0.07
86 H 0.08
87 H 0.08
88 H 0.08
89 H 0.04
90 H 0.04
91 H 0.08
92 H 0.08
93 H 0.05
94 H 0.08
95 H 0.08
96 H 0.08
97 H 0.08
98 H 0.08
99 H 0.08


Entry 3:
The following is a quantum chemistry calculation of a cluster of 15 separate species, C50H85F4N15O8P4 in total, from OMol25.

Geometry (Å):
C -0.493 1.143 1.767
C -0.110 0.061 1.033
C -0.680 -0.477 -0.251
O -1.937 0.005 -0.700
C -3.123 -0.042 0.108
C -3.096 -0.861 1.403
C -4.447 -0.976 2.086
O -4.730 -0.450 3.115
C -4.274 -0.643 -0.754
C -4.229 -0.401 -2.258
C -5.602 -0.689 -2.917
C -5.708 -2.090 -3.553
P -3.577 1.766 0.555
O -3.698 2.389 -0.973
O -5.175 1.623 0.916
P -0.545 -2.416 -0.187
C -2.034 -3.170 -0.961
C -0.516 -2.918 1.577
C 0.427 0.013 -1.310
C 0.846 1.480 -1.136
C -0.274 2.502 -1.149
O 0.318 3.717 -0.652
C -0.461 4.825 -0.989
C -0.219 5.948 0.008
F 0.960 5.879 0.625
F -1.173 6.011 0.949
F -0.268 7.142 -0.639
O 1.487 -0.919 -1.228
C 2.835 -0.583 -1.542
C 3.335 -1.847 -2.248
C 4.824 -1.984 -2.460
F 2.831 -3.002 -1.635
P 3.697 -0.087 0.037
C 5.198 0.872 -0.388
C 4.190 -1.598 0.941
P -0.071 -0.199 -3.089
N 1.155 0.164 -3.983
O -1.385 0.627 -3.460
O -0.468 -1.747 -3.224
H -1.423 1.209 2.324
H 0.165 2.011 1.850
H 0.787 -0.484 1.345
H -2.398 -0.487 2.155
H -2.817 -1.902 1.200
H -5.176 -1.633 1.577
H -4.209 -1.731 -0.614
H -5.239 -0.344 -0.345
H -3.949 0.619 -2.499
H -3.513 -1.069 -2.742
H -5.783 0.067 -3.686
H -6.403 -0.550 -2.185
H -5.724 -2.017 -4.643
H -6.658 -2.560 -3.289
H -4.905 -2.755 -3.230
H -4.450 2.997 -0.974
H -5.274 1.603 1.880
H -1.669 -4.069 -1.461
H -2.793 -3.485 -0.239
H -2.470 -2.525 -1.720
H -0.861 -3.947 1.685
H -1.071 -2.260 2.252
H 0.528 -2.868 1.891
H 1.493 1.735 -1.981
H 1.446 1.637 -0.240
H -1.105 2.246 -0.504
H -0.619 2.713 -2.166
H -0.191 5.205 -1.981
H -1.530 4.587 -0.959
H 2.957 0.183 -2.312
H 2.874 -1.799 -3.243
H 4.973 -2.606 -3.344
H 5.332 -2.479 -1.633
H 5.268 -1.014 -2.693
H 4.930 1.622 -1.134
H 6.053 0.278 -0.724
H 5.502 1.388 0.524
H 5.193 -1.972 0.715
H 3.445 -2.384 0.805
H 4.182 -1.332 2.001
H 0.947 0.907 -4.639
H -1.746 0.285 -4.289
H 0.241 -2.277 -2.819
C -2.948 4.047 5.455
C -2.962 2.971 4.474
N -2.970 2.073 3.759
H -2.071 4.680 5.338
H -3.833 4.674 5.352
H -2.944 3.612 6.455
C 3.604 -5.977 -2.048
C 4.791 -5.626 -2.814
N 5.722 -5.312 -3.410
H 3.736 -6.927 -1.534
H 3.395 -5.212 -1.302
H 2.730 -6.058 -2.696
C -2.629 -5.094 -4.411
C -3.845 -5.572 -3.779
N -4.808 -5.958 -3.286
H -2.830 -4.728 -5.417
H -2.184 -4.284 -3.832
H -1.890 -5.893 -4.490
C 2.446 -6.219 -5.940
C 1.195 -6.414 -5.226
N 0.216 -6.573 -4.644
H 2.305 -5.587 -6.815
H 3.180 -5.733 -5.296
H 2.862 -7.172 -6.265
C 2.598 8.310 -0.796
C 3.585 8.820 -1.736
N 4.364 9.218 -2.479
H 2.969 7.424 -0.282
H 2.353 9.060 -0.050
H 1.678 8.037 -1.306
C 2.004 -3.256 4.853
C 1.748 -1.978 4.209
N 1.581 -0.953 3.717
H 1.170 -3.543 5.492
H 2.150 -4.039 4.109
H 2.905 -3.192 5.462
C 4.553 0.584 5.209
C 4.862 -0.811 5.489
N 5.081 -1.919 5.696
H 3.731 0.921 5.837
H 5.422 1.212 5.399
H 4.253 0.701 4.168
C -7.717 -7.322 -2.406
C -9.163 -7.185 -2.507
N -10.303 -7.078 -2.587
H -7.425 -8.366 -2.508
H -7.210 -6.751 -3.181
H -7.361 -6.960 -1.443
C -3.880 -9.441 -5.651
C -4.022 -8.193 -6.386
N -4.132 -7.202 -6.955
H -4.782 -9.647 -5.078
H -3.706 -10.268 -6.337
H -3.039 -9.380 -4.961
C 3.079 9.916 2.305
C 3.654 10.768 3.334
N 4.106 11.449 4.140
H 2.816 8.937 2.703
H 2.175 10.362 1.890
H 3.793 9.763 1.496
C -0.880 4.776 9.664
C -1.643 3.729 9.004
N -2.262 2.915 8.483
H -0.638 4.488 10.686
H 0.050 4.972 9.132
H -1.459 5.694 9.689
C 6.787 10.604 -0.023
C 6.600 9.351 0.693
N 6.441 8.364 1.258
H 6.698 11.450 0.657
H 7.772 10.638 -0.485
H 6.040 10.707 -0.810
C -0.905 9.121 9.300
C -1.500 8.070 8.487
N -1.970 7.242 7.845
H -0.892 8.829 10.349
H 0.119 9.315 8.982
H -1.476 10.044 9.206
C 3.559 -9.283 -3.183
C 3.283 -9.369 -4.608
N 3.072 -9.416 -5.735
H 2.677 -8.932 -2.648
H 3.843 -10.253 -2.777
H 4.378 -8.589 -3.002

Computed properties:
Kohn-Sham gap	7.267	eV
E_HOMO	-7.2	eV
maximum force	2.05	eV Å⁻¹

Atomic partial charges in e from the Löwdin method, atoms 1 to 99:
1 C 0.02
2 C -0.17
3 C -0.45
4 O -0.12
5 C -0.49
6 C -0.14
7 C -0.27
8 O 0.06
9 C -0.16
10 C -0.20
11 C -0.23
12 C -0.10
13 P 0.93
14 O -0.27
15 O -0.27
16 P 1.03
17 C -0.28
18 C -0.29
19 C -0.42
20 C -0.13
21 C -0.18
22 O -0.11
23 C -0.10
24 C -0.58
25 F 0.15
26 F 0.14
27 F 0.10
28 O -0.24
29 C -0.43
30 C -0.37
31 C -0.03
32 F -0.05
33 P 0.95
34 C -0.30
35 C -0.28
36 P 0.57
37 N -0.13
38 O -0.12
39 O -0.15
40 H -0.01
41 H 0.08
42 H 0.07
43 H 0.10
44 H 0.08
45 H 0.13
46 H 0.10
47 H 0.10
48 H 0.09
49 H 0.08
50 H 0.10
51 H 0.10
52 H 0.07
53 H 0.07
54 H 0.05
55 H 0.06
56 H 0.04
57 H 0.02
58 H 0.04
59 H 0.01
60 H 0.05
61 H 0.03
62 H 0.00
63 H 0.11
64 H 0.09
65 H 0.07
66 H 0.13
67 H 0.15
68 H 0.14
69 H 0.11
70 H 0.13
71 H 0.07
72 H 0.08
73 H 0.08
74 H 0.04
75 H 0.03
76 H 0.03
77 H 0.03
78 H 0.03
79 H 0.00
80 H -0.01
81 H 0.10
82 H 0.06
83 C -0.07
84 C -0.23
85 N 0.15
86 H 0.08
87 H 0.08
88 H 0.03
89 C -0.07
90 C -0.29
91 N 0.15
92 H 0.07
93 H 0.07
94 H 0.07
95 C -0.08
96 C -0.28
97 N 0.15
98 H 0.08
99 H 0.06